# 1
Below is the molecule C18H14N8, with properties calculated with the ωB97M-V functional and the def2-TZVPD basis.

- Strongest force on any atom: 2.797 eV/A
- SMILES: Cc1ncc(C)n2nc(-c3ccn4cc(-c5ccccn5)nc4n3)nc12
- HOMO level: -8.17 eV
- ΔE to the lowest compared entry with this formula, charge and spin: 0.0 kJ/mol

```
40
Properties=species:S:1:pos:R:3:mulliken_charge:R:1
C -5.21 1.84 -1.67 -1.18
C -4.12 2.84 -1.77 0.71
N -4.42 4.09 -2.05 -0.65
C -3.41 5.05 -2.00 -0.50
C -2.10 4.72 -1.69 0.99
C -1.05 5.81 -1.52 -1.32
N -1.82 3.39 -1.38 0.82
N -0.66 2.88 -0.95 -1.18
C -0.93 1.63 -0.74 -0.08
C 0.11 0.72 -0.15 0.85
C 1.36 1.35 0.30 -0.72
C 2.34 0.59 0.88 -0.26
N 2.05 -0.80 0.99 0.15
C 2.77 -1.79 1.62 -0.56
C 2.05 -2.95 1.35 0.50
C 2.51 -4.28 1.70 0.21
C 1.94 -5.36 1.00 -0.55
C 2.54 -6.65 1.16 -0.43
C 3.61 -6.78 2.02 -0.41
C 4.04 -5.67 2.77 -0.17
N 3.52 -4.43 2.60 -0.50
N 0.85 -2.67 0.72 -0.67
C 0.87 -1.37 0.54 0.47
N -0.12 -0.59 -0.05 -0.59
N -2.23 1.30 -1.07 -0.73
C -2.76 2.43 -1.46 0.67
H -5.60 1.52 -2.64 0.26
H -6.04 2.29 -1.10 0.35
H -4.84 0.97 -1.10 0.33
H -3.75 6.09 -2.05 0.34
H -0.71 5.87 -0.47 0.29
H -1.48 6.76 -1.85 0.38
H -0.15 5.63 -2.14 0.31
H 1.47 2.41 0.25 0.45
H 3.28 1.04 1.23 0.41
H 3.70 -1.70 2.16 0.45
H 1.16 -5.17 0.29 0.41
H 2.18 -7.54 0.65 0.38
H 4.13 -7.68 2.18 0.41
H 4.89 -5.81 3.43 0.37
```



# 2
Below is a structure of composition C2H3N5O4, with properties calculated with the ωB97M-V functional and the def2-TZVPD basis.

- Strongest force on any atom: 3.930 eV/A
- HOMO level: -10.36 eV
- ΔE to the lowest compared entry with this formula, charge and spin: 301.7 kJ/mol

```
14
Properties=species:S:1:pos:R:3:mulliken_charge:R:1
C -1.83 -0.11 0.47 0.49
C -1.02 0.66 -1.75 -0.61
N 1.15 -1.47 0.31 0.66
N -1.33 -0.08 -0.57 -0.18
N 1.16 0.71 0.35 -0.35
N 0.97 -0.47 -0.26 0.12
N 1.47 0.48 1.59 1.15
O 1.60 1.42 2.33 -0.64
O -2.26 -0.41 1.51 -0.48
O 1.19 -2.61 0.21 -0.52
O 1.61 -0.77 1.94 -0.52
H 0.06 0.80 -1.73 0.30
H -1.26 0.11 -2.58 0.31
H -1.50 1.73 -1.82 0.27
```